The following is a quantum chemistry calculation of C4H7NO in the gas phase, from OMol25.

Results
E_LUMO = 1.1 eV
gap between HOMO and LUMO = 9.61 eV
HOMO level = -8.5 eV
electronic energy = -7796.157 eV

Each line ends with the natural charge from an NBO analysis.
Atoms and positions in Å:
C: 0.48293 1.37770 -1.45596  -0.41
N: -0.13935 0.05593 -1.36569  -0.62
C: -0.93470 -0.05349 -0.20081  -0.10
C: -0.33965 -0.51518 0.88644  0.21
C: -0.11845 -1.34245 2.02849  -0.12
O: 0.91723 -1.03987 1.05389  -0.48
H: 1.53053 1.27585 -1.74645  0.20
H: -0.04567 2.00490 -2.17956  0.19
H: 0.44985 1.86458 -0.47483  0.18
H: 0.58346 -0.65383 -1.29317  0.36
H: -1.94656 0.33621 -0.22426  0.21
H: 0.06226 -0.95543 3.02571  0.20
H: -0.50189 -2.35493 1.94621  0.19

Atoms 1-3, force components in eV/Å:
C 0.1 0.3 -0.1
N 0.1 -0.1 0.1
C 0.0 0.1 0.2

The following is a quantum chemistry calculation of C19H23N5O in the gas phase, from OMol25.

Results
E_LUMO = 0.5 eV
gap between HOMO and LUMO = 9.25 eV
HOMO level = -8.8 eV
electronic energy = -29572.001 eV

Each line ends with the natural charge from an NBO analysis.
Atoms and positions in Å:
C: -0.88504 -4.15084 -0.25760  -0.63
C: -0.15149 -2.81873 -0.01278  0.03
C: 0.66684 -2.20231 -0.97177  -0.22
C: 1.31211 -0.88985 -0.70938  0.17
N: 2.12936 -0.33811 -1.62653  -0.62
C: 1.63975 0.43294 -2.65128  0.43
N: 2.35443 1.54945 -2.61578  -0.54
C: 1.98498 2.49856 -3.47256  0.28
N: 0.88656 2.48610 -4.26499  -0.51
C: 0.37988 1.37758 -4.31917  0.39
N: -0.55419 1.44215 -5.27759  -0.78
C: 0.58107 0.31124 -3.54502  -0.19
C: -0.29822 -1.04285 -3.64292  -0.63
C: 0.87662 -0.19490 0.38563  -0.21
C: -0.04505 -0.76287 1.30053  0.02
C: -0.45920 -2.06142 1.10402  -0.12
C: -1.21080 -2.30854 2.29427  0.64
O: -2.26180 -2.93535 2.34638  -0.62
N: -1.19646 -1.27248 3.13695  -0.59
C: -0.57592 -0.13657 2.59554  0.07
C: 0.55548 0.29333 3.58377  -0.39
C: 1.08068 1.75939 3.33791  -0.41
C: -0.05627 2.79152 3.22129  -0.39
C: -1.07871 2.30286 2.21765  -0.40
C: -1.70111 0.88276 2.40860  -0.40
H: -0.45506 -4.91077 -0.79154  0.22
H: -1.87595 -3.84649 -0.70752  0.23
H: -1.19192 -4.58284 0.60920  0.24
H: 0.96994 -2.78228 -1.82307  0.22
H: 2.97134 0.04443 -1.32391  0.41
H: 2.65684 3.32507 -3.39796  0.18
H: -0.86174 2.37696 -5.41978  0.40
H: -1.23592 0.72302 -5.30797  0.37
H: -0.88443 -1.18517 -2.69891  0.23
H: -1.02109 -1.03731 -4.45806  0.21
H: 0.24690 -1.99175 -3.78622  0.22
H: 1.31515 0.78559 0.53396  0.21
H: -2.16495 -1.06183 3.34071  0.40
H: 0.06820 0.32686 4.65630  0.21
H: 1.41166 -0.48726 3.67099  0.23
H: 1.65196 2.04225 4.29290  0.21
H: 1.76322 1.60532 2.56943  0.20
H: -0.51339 2.84001 4.15991  0.20
H: 0.40042 3.80612 2.95983  0.22
H: -1.91794 2.93061 2.29298  0.21
H: -0.60188 2.43928 1.24600  0.20
H: -2.40727 0.95936 3.26864  0.21
H: -2.29756 0.66777 1.54892  0.23

Atoms 1-3, force components in eV/Å:
C -1.5 3.9 -0.8
C 0.1 -0.5 -1.6
C 1.1 1.0 1.9

The following is a quantum chemistry calculation of a 2-piece molecular cluster, C5H14N2O2 overall, from OMol25.

Results
E_LUMO (spin up / spin down) = 0.8 / 0.6 eV
gap between HOMO and LUMO (spin up / spin down) = 7.54 / 7.13 eV
HOMO level (spin up / spin down) = -6.7 / -6.5 eV
electronic energy = -12483.225 eV

Each line ends with the natural charge from an NBO analysis.
Atoms and positions in Å:
C: 0.52253 2.24837 0.28037  0.20
C: -0.93437 -0.82894 -0.56958  -0.06
C: 0.44648 -0.27678 -0.91352  -0.24
C: 1.80852 -0.15850 1.05492  -0.23
C: -1.03150 -2.34240 -0.80836  -0.62
N: 1.57226 -0.66179 -0.16524  -0.48
N: -1.37700 -0.44297 0.78746  -0.85
O: -0.35906 2.15470 1.35405  -0.78
O: -0.04563 2.94312 -0.82842  -0.77
H: -0.92515 1.36703 1.20328  0.50
H: -0.38025 3.78961 -0.50027  0.46
H: 2.40246 -0.84199 -0.71308  0.40
H: 1.41576 2.76952 0.62806  0.13
H: -1.61255 -0.31968 -1.26071  0.21
H: -0.90191 -1.01008 1.48398  0.36
H: -2.36875 -0.63391 0.88974  0.37
H: 0.63465 -0.42174 -1.97584  0.20
H: 0.48862 0.99305 -0.51116  0.20
H: 0.99506 0.08746 1.71182  0.20
H: 2.81121 -0.23860 1.44619  0.19
H: -0.77296 -2.59719 -1.83794  0.21
H: -2.04375 -2.70430 -0.61067  0.21
H: -0.34466 -2.87397 -0.14508  0.21

Atoms 1-3, force components in eV/Å:
C -0.2 -0.5 -0.3
C 0.0 0.0 0.1
C -0.1 -0.1 0.0

The following is a quantum chemistry calculation of a 2-piece molecular cluster, C7H10 overall, from OMol25.

Results
E_LUMO = 1.2 eV
gap between HOMO and LUMO = 10.12 eV
HOMO level = -8.9 eV
electronic energy = -7414.337 eV

Each line ends with the natural charge from an NBO analysis.
Atoms and positions in Å:
C: 1.09146 0.81403 1.41967  -0.19
C: 1.18277 1.16109 0.18044  -0.19
C: -0.12516 1.46487 0.84519  -0.23
C: -1.29450 0.67735 0.25697  -0.46
C: -0.67275 -0.36802 -0.59433  0.06
C: -0.39230 -1.62574 -0.69456  -0.22
C: -0.17935 -0.82872 -1.93918  -0.42
H: 1.60974 0.53808 2.32234  0.23
H: 1.76286 1.27586 -0.71755  0.23
H: -0.33942 2.48323 1.18015  0.18
H: -1.90660 1.34593 -0.36253  0.22
H: -1.95980 0.20126 0.98951  0.22
H: -0.61059 -2.59191 -0.28225  0.23
H: -0.91249 -0.94408 -2.73937  0.17
H: 0.82863 -0.59711 -2.30388  0.17
H: 0.89367 -1.74228 0.94291  0.01
H: 1.02383 -1.26384 1.49645  -0.01

Atoms 1-3, force components in eV/Å:
C 0.3 0.6 0.0
C 0.5 0.5 0.2
C -0.2 0.3 -0.1

The following is a quantum chemistry calculation of C20H40NP3S2Tl as an isolated structure, from OMol25.

Results
E_LUMO (spin up / spin down) = -9.3 / -12.2 eV
total charge = +3
gap between HOMO and LUMO (spin up / spin down) = 7.52 / 4.02 eV
HOMO level (spin up / spin down) = -16.8 / -16.2 eV
electronic energy = -77080.835 eV

Each line ends with the natural charge from an NBO analysis.
Atoms and positions in Å:
Tl: 0.34742 -4.11559 -2.30966  0.92
P: -0.29846 1.54436 0.67387  1.06
P: -2.53622 -1.45202 -0.90150  1.03
P: 3.62038 1.56804 -1.07089  1.44
H: 1.47111 -3.38340 -4.40491  0.24
C: 1.48038 -2.31652 -4.09269  -0.59
C: 1.93015 -2.21269 -2.68979  -0.42
H: 1.26008 -1.80288 -1.87704  0.21
C: -0.77699 3.09474 -0.16781  -0.95
C: -1.76212 0.98029 1.56746  -0.97
C: 0.76064 2.12190 2.03989  -0.96
C: -3.01633 -2.84303 -2.00722  -0.96
C: -3.83612 -1.70577 0.38446  -0.94
C: -3.30916 -0.06918 -1.83135  -0.95
C: 4.75032 0.74799 -2.19563  -0.98
C: 3.83258 0.90022 0.58481  -0.98
C: 3.33300 3.30201 -1.33940  -1.00
H: 2.33664 -1.95990 -4.66152  0.28
H: 3.03020 -2.34910 -2.52118  0.23
H: -1.07000 3.82637 0.59750  0.27
H: -1.61324 2.89809 -0.84989  0.26
H: 0.05501 3.48182 -0.77150  0.25
H: -1.78727 1.56737 2.48978  0.26
H: -1.68667 -0.08527 1.81604  0.25
H: -2.67431 1.13956 0.98817  0.26
H: 0.08473 2.54121 2.79730  0.28
H: 1.46605 2.88286 1.69031  0.25
H: 1.32729 1.28587 2.46963  0.25
H: -4.10979 -2.84823 -2.11410  0.28
H: -2.68588 -3.80407 -1.59078  0.23
H: -2.56772 -2.71491 -3.00173  0.26
H: -4.81164 -1.46147 -0.05746  0.27
H: -3.65409 -1.05326 1.24702  0.25
H: -3.82930 -2.74844 0.72542  0.25
H: -4.39971 -0.19953 -1.84881  0.26
H: -2.91864 -0.04069 -2.85621  0.27
H: -3.06297 0.87907 -1.33433  0.23
H: 5.76449 1.12831 -2.01482  0.29
H: 4.49959 0.90787 -3.25006  0.29
H: 4.74011 -0.32978 -1.99781  0.28
H: 4.83948 1.10503 0.98773  0.30
H: 3.70940 -0.20153 0.55958  0.28
H: 3.09332 1.31122 1.28887  0.27
H: 4.28965 3.84363 -1.28768  0.30
H: 2.67678 3.72696 -0.57674  0.28
H: 2.89134 3.52019 -2.32139  0.31
C: 0.26437 -1.52308 -4.51338  0.04
C: 0.34007 -0.15180 -4.67411  -0.23
C: -0.74610 0.55466 -5.18211  -0.18
C: -1.96632 -0.09824 -5.43363  -0.20
C: -2.05452 -1.48064 -5.21984  -0.19
C: -0.94130 -2.17660 -4.73386  -0.28
S: 1.85220 0.62100 -1.65842  -0.25
H: 1.26585 0.52624 -0.43810  0.15
H: 1.25158 0.37685 -4.38982  0.21
H: -0.64617 1.62287 -5.35712  0.24
H: -2.81990 0.45065 -5.83381  0.25
H: -2.99947 -1.99996 -5.37073  0.24
H: -1.03340 -3.25438 -4.60071  0.21
S: -1.02724 -2.76085 2.35261  0.55
C: 0.49780 -1.94400 2.27307  -0.42
C: 1.09833 -2.14585 1.04219  -0.06
N: 0.35913 -2.92161 0.16331  -0.53
C: -0.79662 -3.28902 0.71240  -0.16
H: 0.93456 -1.41131 3.11288  0.27
H: 2.07512 -1.75744 0.74935  0.22
H: -1.49458 -3.98613 0.24387  0.24

Atoms 1-3, force components in eV/Å:
Tl -0.5 -1.2 0.7
P -0.7 0.2 0.3
P -1.9 0.1 -0.6

The following is a quantum chemistry calculation of a 2-piece molecular cluster, C5H14O overall, from OMol25.

Results
E_LUMO = 0.7 eV
gap between HOMO and LUMO = 11.53 eV
HOMO level = -10.9 eV
electronic energy = -7459.489 eV

Each line ends with the natural charge from an NBO analysis.
Atoms and positions in Å:
C: -0.47411 1.75559 1.02140  -0.61
C: -0.72188 0.30523 0.58337  -0.06
C: 0.52437 -0.49218 0.20240  -0.60
C: -1.53853 -0.32433 1.66998  -0.60
C: -1.58622 0.27491 -0.73964  -0.60
H: -1.46919 2.22284 1.11143  0.21
H: 0.16707 2.40912 0.40626  0.21
H: -0.03100 1.67477 2.02824  0.21
H: 1.00003 0.08071 -0.61133  0.20
H: 0.31367 -1.51180 -0.16173  0.21
H: 1.23200 -0.55904 1.04584  0.20
H: -1.87485 -1.32551 1.35199  0.21
H: -2.42437 0.32041 1.79727  0.21
H: -1.02829 -0.41733 2.64344  0.21
H: -2.34955 1.06498 -0.64102  0.20
H: -2.09718 -0.69185 -0.88428  0.21
H: -0.97426 0.48645 -1.63259  0.21
O: 4.66920 -1.42566 -3.06883  -0.94
H: 4.97025 -2.35826 -3.15768  0.47
H: 3.69280 -1.48907 -2.96457  0.47

Atoms 1-3, force components in eV/Å:
C 0.1 -0.2 0.4
C -0.3 -0.3 -2.1
C 0.7 0.6 0.4

The following is a quantum chemistry calculation of C10H9MnN2O5Se as an isolated structure, from OMol25.

Results
E_LUMO (spin up / spin down) = -8.7 / -11.5 eV
total charge = +2
gap between HOMO and LUMO (spin up / spin down) = 7.89 / 5.21 eV
HOMO level (spin up / spin down) = -16.6 / -16.7 eV
spin multiplicity = 5
electronic energy = -120378.428 eV

Each line ends with the Mulliken spin population.
Atoms and positions in Å:
O: 2.19186 1.43995 -1.52486  0.05
C: 1.44727 0.60869 -1.17854  -0.01
Mn: 0.41604 -0.81777 -0.66610  3.23
O: 2.82817 -2.27821 0.15659  0.16
C: 1.88317 -1.72789 -0.25229  -0.19
C: -0.42554 -1.53306 0.77096  -0.04
O: -0.89771 -2.10552 1.67127  0.10
C: -0.70241 1.99506 0.01239  -0.01
O: -1.87445 1.75989 -0.30340  0.00
C: 0.31145 0.93779 0.41961  -0.10
O: 0.93299 1.12743 1.46181  0.03
H: -0.34489 3.03836 0.18022  0.00
C: -1.99088 1.09204 -4.56673  -0.01
N: -2.79592 0.73846 -3.41156  0.02
C: -4.03435 1.28480 -3.10935  0.04
C: -4.46611 0.68107 -1.97282  0.04
N: -3.49671 -0.23568 -1.60288  0.02
C: -3.51030 -1.04215 -0.40038  0.01
C: -2.44771 -0.18021 -2.46579  -0.01
Se: -0.89351 -1.23044 -2.52166  0.68
H: -1.00277 0.62742 -4.44286  0.01
H: -1.89625 2.18623 -4.63941  0.00
H: -2.45652 0.71962 -5.49167  0.00
H: -4.50137 2.02904 -3.72384  0.00
H: -5.36430 0.82100 -1.39424  0.00
H: -4.55314 -1.24564 -0.14346  0.00
H: -2.97633 -1.98093 -0.58289  0.00
H: -3.03285 -0.50077 0.42552  0.00

Atoms 1-3, force components in eV/Å:
O -2.9 -3.1 1.4
C 4.4 4.1 -3.2
Mn -1.9 2.1 -1.1

The following is a quantum chemistry calculation of C10H12BaBrNP as an isolated structure, from OMol25.

Results
E_LUMO (spin up / spin down) = 2.1 / 2.1 eV
total charge = -1
gap between HOMO and LUMO (spin up / spin down) = 3.06 / 3.06 eV
HOMO level (spin up / spin down) = -1.0 / -1.0 eV
electronic energy = -92075.302 eV

Each line ends with the natural charge from an NBO analysis.
Atoms and positions in Å:
C: 0.43172 0.46172 -2.73873  -0.41
C: -0.61189 -0.23366 -3.42292  -0.35
C: -0.33115 -1.63184 -3.37644  -0.34
C: 0.90749 -1.81187 -2.70879  -0.35
C: 1.37362 -0.52265 -2.27600  -0.42
Ba: 1.73524 1.64800 0.57611  0.61
P: -0.32999 3.58326 -0.39279  -0.17
H: 0.53367 1.55692 -2.65336  0.16
H: -1.45412 0.22863 -3.94566  0.18
H: -0.95024 -2.42783 -3.78942  0.19
H: 2.33041 -0.29269 -1.78962  0.17
H: 1.43823 -2.75479 -2.55598  0.19
H: -1.45855 4.08704 0.33089  0.03
H: -0.84118 3.84943 -1.73201  0.02
H: 0.48746 4.77752 -0.26288  0.03
Br: -0.25756 -4.07347 2.72195  0.04
C: -0.24372 -2.17174 2.67285  -0.13
C: -0.58266 -1.43383 3.81046  -0.28
C: -0.56339 -0.04285 3.75309  -0.21
C: -0.23720 0.57782 2.54452  -0.10
N: 0.25094 -0.14837 1.49994  -0.71
C: 0.13531 -1.50331 1.50209  0.00
H: -0.88486 -1.96773 4.71766  0.22
H: -0.82420 0.58386 4.61725  0.22
H: -0.42351 1.64704 2.33628  0.20
H: 0.37013 -1.98458 0.56151  0.24

Atoms 1-3, force components in eV/Å:
C 0.1 -0.7 0.0
C 0.4 -0.1 0.3
C 0.5 0.7 0.2